117
Properties=species:S:1:pos:R:3 method="wB97M-V/def2-TZVPD" gap_ev=6.99 total_charge=0 total_energy_ev=-173758.4315 largest_force_ev_per_a=0.45 homo_ev=-7.60 de_lowest_kcal_mol=8.0
C 1.047 0.967 -4.619
C -3.135 2.066 -1.229
H 4.998 -1.018 -1.933
H -4.667 1.040 -4.561
H 0.271 -3.419 -0.266
C -3.946 2.979 -1.894
C -2.975 -1.131 3.346
C -1.181 2.430 4.692
H 1.389 3.096 -4.456
H 1.587 3.045 0.520
C 0.886 3.824 0.206
C 1.051 4.118 -1.282
C 2.103 -4.145 1.915
H 3.081 -2.725 0.624
H 4.072 1.190 2.992
H 1.081 4.724 0.795
H 4.764 0.808 0.589
C -1.182 -2.247 4.540
H 3.910 1.162 -3.593
C 0.942 -2.778 0.315
H -0.977 2.621 5.738
Cl 2.989 -0.018 4.690
H 2.405 1.776 3.291
C -2.376 -5.242 -0.188
N -2.164 -3.538 1.413
H -2.895 3.723 4.622
H 3.203 3.943 -1.212
H 3.047 -4.380 2.407
H -1.384 -5.202 -0.641
H 1.531 -5.070 1.809
H 6.052 1.032 -0.606
C 3.042 0.906 3.174
C -3.396 0.458 -2.932
H 4.975 2.381 -0.201
P -1.217 -2.231 1.738
N -1.092 -1.584 -1.923
H 3.273 -0.930 -2.324
C -0.386 1.546 3.979
H -0.999 4.698 -1.592
H -0.299 -1.716 4.902
H 1.281 -0.037 -6.520
N -2.702 2.449 0.066
H 2.734 2.211 -5.202
H 1.254 2.498 -6.119
N -1.602 -1.681 3.239
H 3.798 -1.097 -0.633
H -1.650 -6.758 1.230
C -2.257 3.048 4.066
H -0.027 0.595 2.089
C 4.529 1.511 -2.773
C 4.073 0.882 -1.462
C 1.522 -0.204 -5.468
H 4.465 2.599 -2.720
C -0.468 1.053 -4.633
C 2.283 -3.466 0.561
C -4.485 2.611 -3.115
Al -1.329 -0.067 -0.712
N -1.973 1.620 0.638
H -3.716 -1.864 3.002
C 1.649 2.276 -5.126
C -4.225 1.342 -3.619
Si 1.315 1.383 -1.823
C -2.525 2.795 2.732
H -3.328 -6.278 1.456
H -0.127 3.487 0.416
H -0.851 -4.873 2.409
C -2.384 -2.035 5.463
H 5.566 1.234 -2.978
H -3.934 -3.824 0.305
H -4.170 -0.801 5.135
H 2.527 -4.157 -0.245
H -0.940 -3.307 4.474
O 0.253 0.627 -0.877
O 0.830 2.933 -2.050
H -0.830 1.274 -5.640
Se -0.773 -3.873 -3.736
H 2.604 5.607 -1.063
H 0.429 1.030 4.479
H -2.637 0.083 5.088
H 1.046 -1.130 -5.142
C -2.850 -3.835 0.143
C -0.002 5.113 -1.750
H 0.082 6.053 -1.202
H -3.069 -0.234 2.738
H -3.207 -0.520 -3.361
H -3.367 3.256 2.237
O 1.497 0.677 -3.283
Cl 2.460 -0.021 1.795
C -0.960 -2.480 -2.657
C -1.913 -4.789 2.150
H 0.121 5.315 -2.815
C 4.031 -0.638 -1.596
H -2.486 -4.822 3.081
H 2.604 -0.316 -5.373
O -1.572 -1.183 0.711
C -1.700 1.930 2.012
H -3.021 -2.922 5.456
H 0.767 -3.544 3.532
C 2.452 4.650 -1.566
C -3.125 -0.859 4.834
C 1.299 -3.111 2.693
H 1.048 -1.836 -0.225
H -0.889 0.102 -4.316
C -2.336 -5.913 1.187
C 5.026 1.300 -0.347
H -2.609 -3.096 -0.611
C -0.640 1.293 2.639
H -3.038 -5.747 -0.889
H -2.074 -1.853 6.491
H 2.586 4.796 -2.640
O 2.778 1.366 -1.076
H -0.814 1.838 -3.959
H -4.148 3.944 -1.445
N 0.388 -2.541 1.681
H 1.957 -2.327 3.078
C -2.807 0.804 -1.722
H -5.120 3.296 -3.662

120
Properties=species:S:1:pos:R:3 method="wB97M-V/def2-TZVPD" gap_ev=5.31 total_charge=+1 total_energy_ev=-90335.3614 largest_force_ev_per_a=7.27 homo_ev=-9.86
C 4.162 -6.190 2.535
O -0.079 3.441 1.238
C 3.209 -4.332 3.568
O -6.365 -1.579 -1.758
H -1.909 5.538 -1.816
H -6.463 1.457 1.227
H 4.111 -7.444 4.324
H 2.228 -5.257 -1.159
C -4.968 2.210 -1.199
H -5.760 -2.174 -2.283
C -0.812 6.834 -3.187
C 0.525 -6.069 -2.255
H 0.645 5.310 0.325
H -5.580 -0.749 -4.365
H 0.482 -5.596 -3.238
C 1.045 -0.275 -0.719
H -4.621 2.037 2.216
H 2.971 1.066 -2.575
H -0.160 3.701 -0.849
F -2.159 5.558 1.238
H -4.141 3.642 -2.892
H -4.522 1.763 -4.923
C -2.560 -2.215 0.220
H 3.928 -3.584 3.920
C 0.305 4.832 1.312
C -1.530 -1.220 -0.595
C -0.825 -2.461 4.205
C 6.246 0.384 -1.140
C -4.800 1.484 -3.826
F -0.608 6.945 2.451
H -3.827 0.764 3.295
C -0.949 5.611 2.014
O 1.693 2.217 3.444
H 1.186 4.952 2.067
N 2.076 0.640 1.512
F -1.217 4.864 3.246
H -0.628 2.007 -0.293
N 1.278 -1.111 3.019
C -0.194 -0.843 0.215
H 5.131 -6.323 2.049
O 3.875 2.375 2.278
H -2.008 -0.654 2.460
N -0.271 0.039 1.385
C 6.167 -1.146 -0.605
H 1.663 -1.230 -0.989
H -0.427 7.690 -2.629
C 0.225 -2.020 3.521
B 2.577 1.709 2.380
Cl 0.291 0.282 -2.299
H -2.666 1.273 0.326
H 1.689 2.515 -1.596
C -0.518 -6.466 -0.186
H 0.870 -4.126 -1.356
H -1.840 -2.860 4.610
H -1.193 0.847 3.135
N 3.442 0.741 -0.398
C -6.022 0.515 0.707
C 3.119 -5.501 4.526
C -2.093 6.274 -2.604
H 6.976 -1.838 -1.059
H -4.821 2.939 -0.313
H -2.955 6.331 -5.641
O -3.742 -2.305 -0.233
H -2.725 7.070 -2.197
H -2.347 2.364 1.782
C -5.796 -0.255 -2.016
H 5.411 -0.007 -3.183
H 3.427 -0.669 -2.101
C -1.228 7.166 -4.601
C 1.604 2.383 -0.434
N -4.881 -0.046 1.496
C -1.470 0.331 2.119
O -2.807 5.656 -3.684
C 5.174 0.721 -2.301
H 5.124 -1.627 -0.738
F 2.510 -1.321 3.579
C 0.107 2.861 -0.076
H 2.154 -6.007 4.408
H 0.196 -1.875 0.622
H 1.830 3.207 3.451
H 5.192 -6.043 4.418
H -1.511 -5.528 -1.849
H -1.240 -1.893 -1.509
H -0.207 -7.480 0.087
C -5.411 0.042 -3.526
H -0.394 7.227 -5.302
C 1.975 0.859 0.037
H -0.037 6.059 -3.202
H 7.341 0.558 -1.485
H 6.013 1.103 -0.252
C -2.187 6.038 -4.921
H -2.135 -0.346 -1.023
O 3.694 -4.850 2.322
H 3.223 -5.205 5.572
H 2.390 3.176 -0.077
H 6.371 -1.126 0.541
C -4.576 2.573 -2.702
H 3.917 1.667 -0.260
C -2.615 1.267 1.473
C 4.229 -6.398 4.034
H -6.837 -0.322 0.672
H 5.256 1.781 -2.742
H -5.247 -0.696 2.209
C -4.075 1.005 2.183
H 1.103 -6.995 -2.346
C -5.605 0.799 -0.837
O 0.584 -5.585 0.064
H -1.365 -6.180 0.443
H 4.606 1.785 2.582
H 3.442 -6.873 2.071
O -2.182 -3.013 1.355
H -1.295 -7.275 -2.061
C 1.139 -5.177 -1.195
H 2.244 -3.842 3.412
C 1.006 -0.197 2.079
C -0.833 -6.369 -1.665
C 3.614 0.456 -1.844
H -1.334 -3.464 1.060
H -1.759 8.124 -4.616
H -1.656 5.164 -5.312

115
Properties=species:S:1:pos:R:3 method="wB97M-V/def2-TZVPD" gap_ev=8.16 total_charge=0 total_energy_ev=-235880.3072 largest_force_ev_per_a=2.26 smiles="C=CCc1c(P(O)Br)cc(C[C@H](C)I)c2c1Nc1c(CCCCCCCCC)c([C@H](Br)CC)cc(P(=O)(O)O)c1S2.COCCOC.COCCOC" homo_ev=-8.11 de_lowest_kcal_mol=0.0
S -0.423 0.914 -2.927
H 4.807 -0.719 2.152
H 4.900 1.471 -0.807
H 3.551 -2.670 2.351
H 3.908 -6.022 -3.921
H 2.865 -1.760 1.017
H 1.064 -0.489 1.279
H -1.600 -1.230 1.823
H -1.173 4.836 -2.499
C 3.327 0.979 0.546
H -3.731 -3.770 0.500
H 5.476 0.523 0.588
C -2.636 2.139 0.197
H -3.342 5.052 3.683
H -3.783 7.361 6.902
C -2.579 2.612 -2.592
C -3.576 2.997 -0.408
H -1.926 -6.030 0.187
C -0.587 -0.613 -0.720
C 3.322 0.794 2.068
H -4.121 4.010 7.815
H -2.515 3.933 8.557
C -2.705 1.874 1.690
I -3.639 5.744 -4.479
C 0.560 -0.974 2.111
C -1.965 -4.961 -0.011
Br 0.639 -5.701 -0.772
C -0.673 -1.721 1.525
C 4.677 0.645 -0.137
H -4.961 1.604 1.863
H 2.526 0.442 0.039
P -0.203 -2.105 -4.577
H -4.246 3.870 -2.266
H 2.773 -5.075 -5.895
H 5.807 -5.691 -2.365
H 4.553 -5.041 -6.076
C -3.996 1.109 1.927
H 7.775 -3.641 -4.188
C -2.529 2.873 -4.073
H -2.479 -3.678 1.707
P -4.952 3.877 0.450
H 3.139 2.039 0.367
H 0.232 -0.168 2.771
H -4.775 6.379 7.998
H -4.425 -0.980 1.558
O 1.315 -2.065 -5.018
H -0.712 5.840 -3.847
O -0.871 -3.382 -4.895
C -0.386 -3.054 -2.048
C -0.354 -1.876 -2.786
H -1.456 3.759 6.323
H -0.197 -4.290 1.082
H 0.009 4.253 -3.730
H -0.694 -2.698 1.990
H 6.235 -3.311 -5.030
C 2.972 -1.777 2.103
C -4.063 6.343 7.166
C -3.958 -0.227 2.184
H 1.729 -2.866 -4.650
H 2.332 1.029 2.463
C -2.515 3.521 6.464
O -4.422 4.204 1.976
C -0.509 -3.031 -0.660
H -1.908 1.224 2.045
H -3.472 -5.118 1.578
H -0.692 0.584 0.907
C 5.598 -4.942 -3.135
C 3.803 -0.580 2.559
H -2.282 5.631 4.981
C 3.675 -4.466 -5.777
H -3.510 2.732 -4.527
H -2.371 -4.845 -1.013
H -3.371 -0.557 3.038
C -2.959 -4.351 1.003
C -0.912 4.810 -3.553
H -5.008 3.701 2.555
C 6.998 -4.068 -4.832
H 5.198 -1.409 -0.609
H -0.337 -3.978 -2.602
O -2.885 5.657 7.552
H 5.824 -3.956 -2.718
O -3.257 3.808 5.288
H 3.589 -3.583 -6.410
Br -4.869 5.924 -0.474
C -3.065 4.255 7.667
C 4.590 -0.617 -1.044
C -2.619 4.747 4.435
O -0.922 -0.939 -5.376
O 3.771 -4.011 -4.433
N -0.673 0.651 -0.094
H -2.625 2.797 2.258
H 3.918 -0.531 3.643
C 1.595 -1.900 2.779
H 3.569 -0.977 -1.148
C -0.556 -4.368 0.065
C -3.528 3.224 -1.783
C -2.036 4.289 -4.439
C 4.137 -5.033 -3.514
C -1.670 1.758 -1.982
H -4.539 5.874 6.301
C -0.598 -1.811 0.021
H -1.763 4.281 3.934
C -1.667 1.514 -0.603
H 3.531 -4.891 -2.613
H -1.657 4.278 -5.456
C -0.455 -0.663 -2.105
H 4.007 1.539 2.479
H 1.745 -1.572 3.810
H -1.864 2.180 -4.584
O 6.445 -5.228 -4.237
H 7.452 -4.364 -5.777
H 4.963 -0.388 -2.039
H -1.830 -1.226 -5.529
H -2.598 2.444 6.643
H 1.273 -2.939 2.819

118
Properties=species:S:1:pos:R:3 method="wB97M-V/def2-TZVPD" gap_ev=8.61 total_charge=0 total_energy_ev=-73423.6572 largest_force_ev_per_a=4.23 smiles="O=C1OC[C@@H](F)O1.O=C1OC[C@@H](F)O1.c1cc[nH]c1.c1cc[nH]c1.C1CCOC1.C1CCOC1.C1CCOC1.C1CCOC1.C1CCOC1.C1CCOC1" homo_ev=-8.16
H -4.612 -3.241 -0.859
C 0.837 -2.792 -2.187
H 0.993 -0.234 3.143
C 4.650 -0.035 2.433
H 4.812 -5.890 1.987
O 0.227 6.864 -2.233
H -0.535 8.406 -1.121
H 5.542 -0.570 5.545
H 2.319 -1.176 -4.024
O 1.512 6.052 -0.558
H 0.016 -2.502 -4.237
H -3.322 2.294 0.259
H 5.773 -4.441 -1.477
C 4.774 -4.338 0.522
H 4.581 0.570 1.506
H 1.142 2.311 -4.658
C -0.206 1.024 0.357
O -0.684 2.473 -5.568
H -5.441 3.104 0.852
H 0.463 -5.935 1.831
H -5.051 -1.898 -4.016
H 1.489 -4.765 0.869
H 3.361 -1.986 4.683
H -1.974 4.678 -1.081
O 0.705 -0.929 1.225
H -3.924 6.456 2.258
H -5.584 1.109 3.085
C -3.192 5.838 1.694
C -0.061 -2.060 -3.178
C 0.370 7.839 -1.280
O 7.031 -4.832 0.033
C -1.505 1.503 -5.080
H -6.714 1.880 1.179
C 3.931 -1.205 4.266
H -0.131 -3.847 4.441
H 0.169 -2.394 3.288
H 5.276 -4.277 2.564
C -1.311 -3.845 2.537
H 0.026 6.816 0.514
H -1.128 -2.016 -2.891
O 1.131 -4.133 2.730
C -0.370 -0.511 0.350
H -1.946 -2.960 2.463
H -0.448 4.213 0.809
C 6.892 -4.917 1.394
H -1.942 -4.606 2.956
H 4.132 -3.515 0.754
H -0.326 -1.021 -0.568
H -4.669 2.568 3.075
H -0.625 -3.292 0.575
O -3.181 -1.794 -1.311
H -4.186 5.920 -0.234
C 0.877 7.177 -0.037
H -0.323 1.869 2.441
H 7.340 -4.081 1.967
C -0.594 2.478 -3.227
H 1.348 1.904 1.806
H 6.273 1.020 3.432
H 1.528 7.741 0.610
H -4.705 -4.039 -3.156
C 1.994 -1.889 -1.946
O -1.635 1.665 -3.678
H 0.275 -2.951 -1.288
C -3.901 -3.373 -2.924
H -2.817 1.367 2.561
H -1.642 5.050 3.111
F 1.187 8.831 -1.823
O 0.434 -0.680 -3.225
H -1.240 -4.949 0.664
C -5.619 2.021 1.109
C 5.409 -4.938 1.750
H -3.413 -1.731 -4.174
C -3.652 0.973 1.936
H 0.485 1.417 -0.348
C -4.933 1.703 2.462
N 3.629 -0.885 2.949
F -1.135 3.678 -2.658
C -2.027 5.148 2.117
C -4.141 -1.950 -3.428
O -5.078 1.176 0.157
H 1.064 -3.755 -2.695
H 0.379 3.941 -4.466
H -3.119 0.657 -0.165
C 0.038 -3.520 3.340
H 2.948 -2.421 -1.909
H -3.010 -3.768 -3.441
C 0.167 2.842 -4.476
H 1.858 -1.426 -0.960
H -3.172 -0.248 -2.476
H -0.024 1.979 -2.428
C 0.382 1.326 1.742
C -3.915 -1.022 -2.273
C -1.424 4.655 0.957
C 0.345 -0.003 2.324
C 5.941 -4.117 -0.460
H -3.615 -0.143 2.085
C 0.623 -4.856 1.583
O 1.550 4.961 -2.567
H 2.315 0.211 -2.863
H -0.666 -0.324 2.599
H 6.263 -3.054 -0.498
H 2.817 -1.126 2.491
H -1.200 1.496 0.240
C 5.078 -0.470 4.633
H -4.826 -0.681 -1.885
C -3.279 5.635 0.312
O -2.093 0.705 -5.711
H 4.108 -5.151 0.173
C 1.151 5.872 -1.917
C -0.700 -4.222 1.196
C -3.678 1.331 0.446
N -2.211 4.902 -0.136
C -3.673 -3.123 -1.411
C 5.451 0.296 3.512
H -2.810 -3.760 -1.010
H 7.438 -5.777 1.748
C 1.870 -0.808 -3.105
H -1.378 -0.745 0.702